1.
The following is a DFT calculation (ωB97M-V/def2-TZVPD) of a 4-piece molecular cluster, C10H19Br6N overall.

Energy above the lowest of the compared OMol25 structures with the same formula, charge and spin, kcal per mole: 34.2
Net charge: 0
Total energy, Ha: -15891.2121
LUMO, Ha: 0.0072
Maximum force, eV/A: 3.92

Last column: Mulliken charge in e.
Atoms and positions in Å:
C  -16.0293  -16.9535  15.7278  -0.918
C  -17.2341  -17.0262  14.7846  -0.375
C  -17.0356  -16.6152  13.3471  -0.540
C  -16.9231  -15.1767  13.0895  0.270
N  -16.8147  -14.0287  12.8270  -0.442
H  -15.0852  -16.9987  15.1848  0.336
H  -15.9464  -17.8252  16.3768  0.144
H  -16.0531  -16.0501  16.3373  0.312
H  -18.1138  -16.5198  15.1818  0.335
H  -17.5855  -18.0509  14.6641  0.257
H  -17.9264  -16.9494  12.8152  0.286
H  -16.2308  -17.1173  12.8101  0.310
Br  -10.6536  -24.2931  23.2813  -0.171
C  -11.5647  -25.8796  22.4334  -0.645
C  -12.3026  -25.5520  21.1356  -0.313
Br  -13.0211  -27.2778  20.3732  -0.163
H  -12.3792  -26.1764  23.0942  0.374
H  -10.9151  -26.7522  22.3645  0.437
H  -11.5400  -24.9881  20.5986  0.400
H  -13.1699  -24.9127  21.3008  0.037
Br  -13.7687  -22.2445  26.4602  -0.184
C  -14.2135  -21.8098  24.5402  -0.581
C  -15.1836  -20.6814  24.6444  -0.550
Br  -15.9724  -20.3493  22.9497  -0.173
H  -14.8630  -22.5994  24.1624  0.382
H  -13.3756  -21.6873  23.8539  0.323
H  -14.6870  -19.7903  25.0286  0.412
H  -16.0756  -20.7866  25.2620  0.376
Br  -13.5700  -22.1667  21.0583  -0.026
C  -14.0375  -20.6099  19.9646  -0.515
C  -13.3839  -20.9197  18.5593  -0.812
Br  -13.9104  -19.7174  17.0633  -0.169
H  -13.7281  -19.7478  20.5554  0.432
H  -15.0851  -20.7074  19.6801  0.349
H  -13.5934  -21.9356  18.2243  0.397
H  -12.2967  -20.8502  18.5238  0.408

***

2.
The following is a DFT calculation (ωB97M-V/def2-TZVPD) of one molecule with the formula C24H34N2O3.

Energy above the lowest of the compared OMol25 structures with the same formula, charge and spin, kcal per mole: 59.8
Net charge: 0
Total energy, Ha: -1270.1426
LUMO, Ha: 0.0290
Maximum force, eV/A: 0.68

Last column: Mulliken charge in e.
Atoms and positions in Å:
C  -7.1494  -1.4260  -0.6597  -1.109
C  -5.7128  -1.6657  -1.1160  -0.538
O  -4.8904  -0.5337  -0.9363  -0.469
C  -4.3163  -0.2997  0.2904  1.024
C  -4.5444  -1.0088  1.4560  -0.353
C  -3.8831  -0.6469  2.6207  -1.172
C  -2.9884  0.4034  2.6212  -0.545
C  -2.7347  1.1223  1.4593  0.248
C  -3.4068  0.7731  0.2928  0.492
O  -3.1898  1.4609  -0.8572  -0.649
H  -3.6982  1.0157  -1.5505  0.371
C  -1.6943  2.2079  1.4028  -1.184
N  -0.6289  1.7884  0.5145  0.718
C  0.1080  0.6371  0.9799  -1.884
H  -0.5861  -0.1020  1.3790  0.602
C  0.8739  0.0555  -0.2105  -0.293
N  1.8259  1.0692  -0.6390  0.797
C  2.8011  0.6171  -1.6115  -1.259
C  4.1185  1.3908  -1.4989  -0.992
H  3.9706  2.4277  -1.8052  0.491
H  4.8386  0.9403  -2.1850  0.512
C  4.6739  1.3680  -0.0703  -1.128
C  5.0126  -0.0270  0.3686  0.233
C  6.1380  -0.6705  -0.1323  -0.290
C  6.4375  -1.9674  0.2439  -0.634
C  5.6126  -2.6419  1.1282  -0.415
C  4.4917  -2.0088  1.6369  -0.708
C  4.1966  -0.7102  1.2604  0.090
H  3.3225  -0.2170  1.6592  0.380
H  3.8456  -2.5282  2.3304  0.394
H  5.8451  -3.6552  1.4219  0.376
H  7.3175  -2.4539  -0.1522  0.376
H  6.7880  -0.1479  -0.8204  0.401
H  3.9207  1.7897  0.5949  0.341
H  5.5695  1.9931  -0.0313  0.438
H  2.4298  0.7038  -2.6481  0.400
H  3.0061  -0.4380  -1.4129  0.578
C  1.1723  2.3100  -1.0129  -0.571
C  0.2982  2.8236  0.1305  -1.064
H  -0.2603  3.6987  -0.2091  0.439
H  0.9464  3.1258  0.9756  0.321
H  1.9418  3.0534  -1.2313  0.403
H  0.5489  2.1891  -1.9140  0.222
H  1.4578  -0.8115  0.1235  0.781
C  -0.1203  -0.3998  -1.2974  -0.422
C  -0.8152  -1.7131  -0.9452  -0.833
O  -1.7608  -2.1003  -1.9184  -0.497
H  -1.3238  -2.1170  -2.7775  0.339
H  -0.0667  -2.5098  -0.8072  0.335
H  -1.3870  -1.6122  -0.0208  0.183
H  0.4159  -0.5306  -2.2427  0.755
H  -0.8770  0.3753  -1.4217  -0.015
H  0.8268  0.9080  1.7760  0.294
H  -1.3327  2.4385  2.4211  0.346
H  -2.1375  3.1118  0.9758  0.420
H  -2.4699  0.6721  3.5297  0.375
H  -4.0697  -1.2011  3.5280  0.368
H  -5.2274  -1.8428  1.4761  0.415
H  -5.2775  -2.5357  -0.6117  0.358
H  -5.6926  -1.8506  -2.1942  0.385
H  -7.1891  -1.2053  0.4041  0.329
H  -7.5726  -0.5822  -1.1993  0.315
H  -7.7489  -2.3097  -0.8604  0.376

***

3.
The following is a DFT calculation (ωB97M-V/def2-TZVPD) of C29H39BBrCl2F3N3O8 as an isolated structure.

Net charge: +1
Total energy, Ha: -5712.9379
LUMO, Ha: -0.1189
Maximum force, eV/A: 16.72

Last column: Mulliken charge in e.
Atoms and positions in Å:
C  5.3117  -4.0855  2.3000  -1.353
C  4.4423  -3.0809  1.6032  1.036
Cl  5.3112  -1.6528  1.0952  -0.169
C  3.1451  -3.2100  1.3145  -1.178
Cl  2.3460  -4.6966  1.7576  -0.188
C  2.2100  -2.2414  0.6133  1.208
C  2.2352  -0.7888  1.1179  -0.097
C  0.9781  -0.0672  0.5947  0.762
B  1.0144  1.4824  0.9667  0.753
O  0.1788  2.0370  1.9126  -0.558
O  1.9842  2.2108  0.3221  -0.696
C  0.7887  -0.2511  -0.9218  -1.656
O  -0.3135  -1.0123  -1.1916  0.357
C  -1.0502  -0.7467  -2.4050  -0.922
C  -2.2978  -1.5975  -2.3385  0.920
C  -3.2092  -1.2444  -3.5248  -1.807
C  -2.9564  -1.3199  -0.9876  -1.436
C  -2.3533  -2.0617  0.2218  3.340
C  -3.3523  -2.0236  1.4038  -1.461
C  -1.9915  -3.5167  -0.1128  -1.862
N  1.9922  -0.9836  -1.5834  0.261
C  3.1831  -0.0846  -1.7762  -1.158
O  3.5271  -0.2449  -3.1372  -0.385
C  4.1207  0.8475  -3.7260  0.858
F  3.2057  1.8255  -3.9543  -0.244
F  5.0686  1.3756  -2.9126  -0.245
F  4.6644  0.4562  -4.8809  -0.224
C  2.2462  -2.3396  -0.9352  -0.505
Br  3.7927  -3.1395  -1.7521  0.039
H  4.7244  -4.7151  2.9736  0.415
H  5.8110  -4.7263  1.5607  0.275
H  6.0903  -3.5715  2.8705  0.397
H  1.2000  -2.5921  0.8708  0.050
H  2.1915  -0.8237  2.2127  -0.356
H  3.1418  -0.2535  0.8275  0.944
H  0.1027  -0.5252  1.0806  -0.474
H  -0.6208  2.4827  1.6132  0.279
H  1.9219  3.1622  0.4863  0.281
H  0.7609  0.7132  -1.4557  0.797
H  -0.4572  -0.9619  -3.3144  0.241
H  -1.3240  0.3212  -2.4216  0.255
H  -2.0219  -2.6549  -2.4370  0.397
H  -4.0990  -1.8848  -3.5126  0.488
H  -3.5577  -0.2050  -3.4508  0.167
H  -2.7101  -1.3847  -4.4917  0.438
H  -4.0299  -1.5474  -1.0558  0.708
H  -2.8635  -0.2352  -0.8282  0.158
H  -1.4548  -1.5319  0.5544  -1.994
H  -3.6179  -3.0489  1.6977  0.420
H  -4.2886  -1.5185  1.1405  0.321
H  -2.9265  -1.5415  2.2886  0.275
H  -1.0943  -3.5948  -0.7427  0.116
H  -1.8163  -4.0975  0.8001  0.588
H  -2.8115  -4.0002  -0.6660  0.365
H  1.6663  -1.1987  -2.5317  0.738
H  3.9883  -0.3998  -1.1077  0.328
H  2.8765  0.9415  -1.5475  0.890
H  1.4227  -2.9682  -1.2769  0.225
C  0.6713  1.3917  6.9468  -0.482
C  -0.5413  1.4280  6.2698  -0.675
C  -0.6554  0.8519  5.0144  -0.404
C  0.4642  0.2481  4.4676  0.706
C  1.6842  0.1988  5.1201  -0.500
C  1.7801  0.7812  6.3740  -0.743
N  0.3471  -0.3727  3.1394  1.072
O  -0.7255  -0.3080  2.5669  -0.682
O  1.3330  -0.9155  2.6686  -0.501
H  0.7521  1.8401  7.9282  0.407
H  -1.4023  1.9033  6.7197  0.410
H  -1.5869  0.8662  4.4683  0.478
H  2.5298  -0.2860  4.6558  0.450
H  2.7219  0.7547  6.9050  0.406
C  -3.2359  5.7259  -4.5343  -0.468
C  -3.5048  6.2643  -3.2827  -0.440
C  -3.6369  5.4342  -2.1796  -0.538
C  -3.4894  4.0707  -2.3644  0.148
C  -3.2261  3.5084  -3.6019  0.017
C  -3.0997  4.3520  -4.6944  -0.575
N  -3.6216  3.1846  -1.1932  1.022
O  -3.8899  3.6907  -0.1243  -0.607
O  -3.4477  1.9890  -1.3629  -0.625
H  -3.1375  6.3795  -5.3910  0.395
H  -3.6170  7.3333  -3.1626  0.385
H  -3.8527  5.8279  -1.1974  0.487
H  -3.1376  2.4367  -3.7029  0.329
H  -2.9019  3.9356  -5.6730  0.404

***

4.
The following is a DFT calculation (ωB97M-V/def2-TZVPD) of a 2-piece molecular cluster, CH5NO3S overall.

Energy above the lowest of the compared OMol25 structures with the same formula, charge and spin, kcal per mole: 60.6
Net charge: 0
Total energy, Ha: -719.6878
LUMO, Ha: 0.0149
Maximum force, eV/A: 3.48

Last column: Mulliken charge in e.
Atoms and positions in Å:
C  -1.7590  0.7464  0.7438  -0.217
N  -2.9786  0.6247  0.6839  -0.486
O  3.0086  0.7724  -1.5199  -0.452
O  3.8467  -0.8512  0.0892  -0.519
O  1.2609  -0.6119  -0.0288  -0.448
S  2.5046  0.1525  -0.0403  0.751
H  -1.2873  0.3066  -0.0811  0.263
H  -1.2012  1.1535  1.5789  0.218
H  -3.5366  1.0689  1.4090  0.223
H  3.6025  0.2744  -2.0491  0.331
H  4.0768  -1.4510  0.7973  0.337

***

5.
The following is a DFT calculation (ωB97M-V/def2-TZVPD) of C27H41CrN2O2P as an isolated structure.

Energy above the lowest of the compared OMol25 structures with the same formula, charge and spin, kcal per mole: 0.0
2S+1: 2
Net charge: +1
Total energy, Ha: -2699.0070
LUMO (alpha / beta), Ha: -0.1698 / -0.0848
Maximum force, eV/A: 1.22
Expectation value of S²: 1.21

Last column: Löwdin spin population.
Atoms and positions in Å:
Cr  0.6012  1.0865  0.2483  1.538
C  3.7740  0.6681  1.0712  0.002
O  2.8384  1.4231  0.2641  0.004
C  3.0879  2.8263  0.4165  0.000
C  2.2601  3.5373  -0.5948  0.002
O  0.8945  3.1343  -0.3884  0.011
C  -0.0597  4.1560  -0.7031  0.002
H  4.7846  0.9954  0.8326  0.000
H  3.6668  -0.3822  0.8323  0.000
H  3.5685  0.8393  2.1302  0.000
H  4.1407  3.0334  0.2365  0.000
H  2.8191  3.1347  1.4250  0.000
H  2.5592  3.2887  -1.6117  0.000
H  2.3541  4.6099  -0.4465  0.000
H  0.1450  5.0366  -0.0985  0.000
H  -1.0425  3.7822  -0.4558  0.000
H  -0.0080  4.4096  -1.7620  0.000
C  -4.4537  1.7533  0.5264  -0.001
C  -3.0095  1.6923  1.0278  -0.006
C  -2.5863  3.0689  1.5556  -0.001
P  -1.7643  1.0251  -0.1618  -0.018
C  -2.1767  1.5588  -1.8892  -0.007
C  -0.9235  1.3264  -2.7494  -0.002
C  -3.3807  0.8999  -2.5626  -0.001
C  -1.9726  -0.7840  -0.1644  -0.060
C  -3.1602  -1.4757  -0.3352  0.007
C  -3.2062  -2.8734  -0.3264  -0.076
C  -4.5046  -3.6134  -0.4913  -0.013
C  -2.0052  -3.5729  -0.1489  0.012
C  -0.8101  -2.9139  0.0280  -0.062
C  -0.7780  -1.5069  0.0290  0.001
N  0.3978  -0.7929  0.2513  -0.294
C  1.6053  -1.5785  0.4254  -0.014
C  2.3454  -1.9125  -0.7124  -0.005
C  1.9009  -1.4819  -2.0924  -0.001
C  3.5012  -2.6613  -0.5466  -0.001
C  3.9306  -3.0754  0.7120  0.001
C  5.2087  -3.8596  0.8693  0.000
C  3.1615  -2.7281  1.8168  -0.001
C  1.9911  -1.9831  1.7039  -0.006
C  1.1679  -1.6545  2.9248  0.000
H  -5.0856  2.1409  1.3293  0.000
H  -4.8596  0.7845  0.2354  0.000
H  -4.5471  2.4397  -0.3186  0.000
H  -2.9442  0.9731  1.8469  0.000
H  -2.7666  3.8443  0.8027  0.000
H  -1.5449  3.1039  1.8667  0.000
H  -3.1996  3.3227  2.4226  0.000
H  -2.3651  2.6318  -1.8143  0.000
H  -0.7398  0.2541  -2.8737  0.000
H  -0.0248  1.7840  -2.3245  -0.001
H  -1.0604  1.7532  -3.7459  0.000
H  -3.2310  -0.1761  -2.6593  0.000
H  -3.4902  1.3045  -3.5728  0.000
H  -4.3176  1.0767  -2.0343  0.000
H  -4.0832  -0.9306  -0.4859  0.002
H  -5.3125  -2.9448  -0.7879  0.000
H  -4.7918  -4.0940  0.4476  -0.005
H  -4.4139  -4.4003  -1.2430  -0.003
H  -2.0186  -4.6585  -0.1452  0.002
H  0.1031  -3.4735  0.1841  -0.003
H  1.5803  -0.4393  -2.1116  -0.001
H  1.0562  -2.0838  -2.4415  0.000
H  2.7096  -1.5945  -2.8123  0.000
H  4.0852  -2.9256  -1.4254  0.000
H  5.3267  -4.5882  0.0647  0.000
H  5.2342  -4.3906  1.8213  0.000
H  6.0759  -3.1949  0.8371  0.000
H  3.4756  -3.0518  2.8062  0.000
H  1.5414  -2.2010  3.7918  0.000
H  0.1196  -1.9297  2.7786  0.000
H  1.1933  -0.5892  3.1592  0.000
N  0.8034  2.1273  3.1910  0.018
C  0.6293  1.6899  2.1251  -0.019

***

6.
The following is a DFT calculation (ωB97M-V/def2-TZVPD) of an isolated ion of composition CF2NO4S and charge -1.

Energy above the lowest of the compared OMol25 structures with the same formula, charge and spin, kcal per mole: 35.4
Net charge: -1
Total energy, Ha: -991.6464
LUMO (alpha / beta), Ha: 0.1378 / 0.1476
Maximum force, eV/A: 2.98

Last column: Mulliken charge in e.
Atoms and positions in Å:
C  0.0553  -0.2791  1.4114  0.450
N  -0.1047  1.3512  -0.8006  -0.150
O  -0.5859  -0.8738  -2.1446  -0.594
O  -0.1848  -1.0190  0.3699  -0.302
O  1.5959  -0.1722  -1.4282  -0.566
O  -1.2909  1.8612  -0.6364  -0.460
F  1.2152  -0.4567  2.0146  -0.228
F  -0.8893  -0.2366  2.3670  -0.248
S  0.1892  -0.1750  -1.1532  1.097